<1>
DFT (the ωB97M-V functional and the def2-TZVPD basis) results for a single C5H11N molecule.

Geometry as XYZ:
```
17
Properties=species:S:1:pos:R:3
C -1.16 0.97 -1.30
C -0.69 0.16 -0.03
C -1.65 -0.62 0.73
C 0.67 -0.07 0.12
C 1.35 -1.32 0.62
N 1.48 1.03 -0.15
H -2.06 0.48 -1.75
H -1.50 2.00 -1.08
H -0.47 0.85 -2.23
H -1.51 -1.70 0.80
H -1.53 -0.29 1.81
H -2.49 -0.53 0.15
H 1.24 -2.09 -0.12
H 0.81 -1.81 1.47
H 2.45 -1.39 0.77
H 2.38 0.69 -0.10
H 1.19 1.86 0.40
```

SMILES: CC(C)=C(C)N
Total charge: 0
Gap between HOMO and LUMO: 8.134 eV
HOMO energy: -7.17 eV

<2>
DFT (the ωB97M-V functional and the def2-TZVPD basis) results for 4 unconnected molecules or ions with the total composition C5H11N.

Geometry as XYZ:
```
17
Properties=species:S:1:pos:R:3
C 1.86 -0.57 1.18
C 1.90 -0.55 -0.19
N 0.17 0.48 -0.97
C -0.41 1.30 -0.14
C -1.05 0.00 -0.25
C -2.28 -0.30 -1.06
H 0.76 0.56 1.53
H 1.40 -1.41 1.70
H 2.56 0.01 1.76
H 2.56 0.14 -0.71
H 1.53 -1.38 -0.78
H 0.20 1.15 1.28
H -0.53 2.38 -0.15
H -0.86 -0.67 0.60
H -3.19 0.02 -0.53
H -2.37 -1.38 -1.25
H -2.24 0.22 -2.02
```

Total charge: 0
Gap between HOMO and LUMO: 10.370 eV
HOMO energy: -9.20 eV

<3>
DFT (the ωB97M-V functional and the def2-TZVPD basis) results for a single C5H11N molecule.

Geometry as XYZ:
```
17
Properties=species:S:1:pos:R:3
C -1.81 -1.37 -2.22
C -1.26 -0.85 -0.94
C -0.22 -0.05 -0.78
C 0.61 -0.04 0.46
N 0.55 1.16 1.29
C 1.70 1.36 2.15
H -1.30 -0.96 -3.10
H -1.89 -2.45 -2.19
H -2.86 -1.05 -2.28
H -1.65 -1.28 -0.01
H 0.16 0.54 -1.62
H 0.21 -0.86 1.09
H 1.62 -0.44 0.25
H 0.16 1.94 0.79
H 1.45 2.11 2.91
H 2.01 0.40 2.55
H 2.53 1.86 1.63
```

SMILES: C/C=C/CNC
Total charge: 0
Gap between HOMO and LUMO: 9.482 eV
HOMO energy: -8.23 eV

<4>
DFT (the ωB97M-V functional and the def2-TZVPD basis) results for a single C5H11N molecule.

Geometry as XYZ:
```
17
Properties=species:S:1:pos:R:3
C -1.73 -2.52 0.03
C -1.63 -0.99 0.40
C -0.49 -0.42 -0.37
C 0.56 0.23 0.18
N 1.08 1.43 -0.35
C 2.16 2.31 0.09
H -2.72 -3.04 0.29
H -0.98 -3.20 0.50
H -1.48 -2.68 -1.11
H -2.46 -0.23 0.33
H -1.44 -1.06 1.45
H -0.42 -0.61 -1.45
H 0.71 -0.22 1.21
H 0.80 1.55 -1.31
H 2.08 3.38 -0.41
H 2.05 2.56 1.12
H 3.08 1.85 -0.16
```

SMILES: CC/C=C/NC
Total charge: 0
Gap between HOMO and LUMO: 8.226 eV
HOMO energy: -7.12 eV

Which one is most stable, and which one is least stable? <3> is the most stable of them, while <2> is the least stable.

<1>
DFT (the ωB97M-V functional and the def2-TZVPD basis) results for a molecular structure, C5H11N.

Geometry as XYZ:
```
17
Properties=species:S:1:pos:R:3
C 1.76 0.43 -0.63
N 1.17 -0.34 0.37
C 0.56 0.13 1.62
C -0.11 -0.60 0.53
C -0.89 1.17 -0.91
C -1.09 -1.66 0.21
H 1.93 -0.15 -1.54
H 0.49 1.06 -0.84
H 2.65 0.96 -0.29
H 0.35 1.20 1.70
H 0.96 -0.34 2.52
H -1.67 1.14 -0.14
H -1.22 0.57 -1.77
H -0.84 2.22 -1.25
H -2.05 -1.44 0.70
H -1.25 -1.73 -0.87
H -0.74 -2.64 0.58
```

Total charge: 0
Gap between HOMO and LUMO: 8.316 eV
HOMO energy: -7.44 eV

<2>
DFT (the ωB97M-V functional and the def2-TZVPD basis) results for a single C5H11N molecule.

Geometry as XYZ:
```
17
Properties=species:S:1:pos:R:3
C 2.41 -0.60 0.21
C 1.23 -0.21 -0.67
C -0.06 -0.10 0.12
C -0.59 1.20 0.60
N -1.19 0.53 -0.54
C -2.48 -0.09 -0.31
H 2.58 0.14 1.00
H 2.24 -1.57 0.69
H 3.33 -0.68 -0.38
H 1.42 0.75 -1.16
H 1.09 -0.94 -1.47
H -0.29 -0.96 0.75
H -0.05 2.12 0.38
H -1.15 1.21 1.54
H -2.60 -0.93 -1.00
H -3.28 0.63 -0.50
H -2.60 -0.48 0.72
```

SMILES: CC[C@H]1CN1C
Total charge: 0
Gap between HOMO and LUMO: 10.294 eV
HOMO energy: -9.08 eV

Which one is most stable, and which one is least stable? <2> is the most stable of them, while <1> is the least stable.